Density functional theory data (ωB97M-V/def2-TZVPD) for one molecule with the formula C8H14N2Si at a distorted geometry.

Calculated values
Kohn-Sham gap: 0.35244 hartree
LUMO energy: 0.93 eV
Energy above the lowest of the compared OMol25 structures with the same formula, charge and spin: 0.0 kJ/mol
Total charge: 0
Highest occupied orbital energy: -0.318 Eh
SMILES: CCN[Si@H](N)c1ccccc1

XYZ file:
```
25
Properties=species:S:1:pos:R:3:forces:R:3:mulliken_charge:R:1
C -1.5568 -2.0690 -0.5856 1.235 -1.650 -1.099 -0.804
C -2.6802 -1.1307 -0.2951 -1.874 1.050 -0.023 -0.505
N -2.1459 0.2015 -0.4870 0.587 2.610 3.796 -0.376
Si -1.1173 1.1080 0.8399 -0.502 -1.016 -1.686 0.301
N -1.1048 2.8436 0.8278 -3.039 -1.661 0.038 -0.403
C 0.7706 0.6340 0.4520 -0.671 0.393 0.332 -0.005
C 1.7109 0.1733 1.3521 -0.887 -1.093 2.140 -0.208
C 2.9752 -0.3745 1.0277 -1.001 0.836 -0.967 -0.581
C 3.3570 -0.4113 -0.3208 -1.135 1.057 0.588 -0.357
C 2.3919 0.0419 -1.2414 0.689 0.509 -0.590 -0.668
C 1.1558 0.6317 -0.8687 0.728 -1.170 -0.682 0.017
H -0.6150 -1.6696 -0.1374 -0.799 -0.787 0.374 0.172
H -1.6463 -3.2044 -0.5394 -0.165 1.497 0.542 0.331
H -1.3011 -1.9038 -1.6401 -0.176 -0.102 -0.180 0.299
H -3.6227 -1.1499 -0.9148 1.181 -0.760 -0.269 0.295
H -3.2040 -1.1738 0.6577 0.793 -0.264 0.711 0.300
H -1.7254 0.2569 -1.3610 0.768 0.265 -1.868 0.267
H -1.8098 0.6562 2.1131 0.632 -0.070 -0.553 -0.150
H -0.3308 3.3771 0.7095 3.090 1.328 -0.501 0.216
H -1.8908 3.4809 0.7473 -0.187 -0.691 0.153 0.202
H 1.1909 0.1305 2.3484 1.725 -0.211 -0.337 0.213
H 3.6581 -0.7500 1.7439 0.319 -0.156 0.930 0.406
H 4.3971 -0.6171 -0.6361 -0.937 -0.343 0.168 0.354
H 2.7706 -0.0485 -2.2653 -0.820 0.414 0.020 0.300
H 0.3730 0.9671 -1.5267 0.445 0.016 -1.036 0.385
```
Forces are in eV/Å.

---

Density functional theory data (ωB97M-V/def2-TZVPD) for a 2-piece molecular cluster, C8H14N2Si overall at a distorted geometry.

Calculated values
Kohn-Sham gap: 0.36520 hartree
LUMO energy: 0.79 eV
Energy above the lowest of the compared OMol25 structures with the same formula, charge and spin: 127.1 kJ/mol
Total charge: 0
Highest occupied orbital energy: -0.336 Eh
SMILES: N[SiH2]c1ccccc1.[H]/N=C/C

XYZ file:
```
25
Properties=species:S:1:pos:R:3:forces:R:3:mulliken_charge:R:1
N 2.7119 0.3878 -0.4554 -0.046 1.025 1.996 -0.578
Si 1.7763 1.3080 0.7050 0.488 1.950 -1.381 0.281
C -0.0995 1.1352 0.3612 -0.083 -0.112 -0.816 0.508
C -0.6156 1.4180 -0.9735 2.691 0.080 1.390 -0.388
C -1.9230 1.2032 -1.2255 -1.156 -0.400 -1.802 -0.286
C -2.8257 0.7338 -0.2420 3.795 1.613 0.845 -0.743
C -2.4027 0.6538 1.0621 3.476 -0.654 -1.499 -0.722
C -0.9892 0.6889 1.3281 0.015 1.339 0.890 -0.199
H 2.4329 -0.5534 -0.6113 -0.212 -0.768 -0.562 0.298
H 2.7140 0.9370 -1.2857 0.220 -0.008 -0.847 0.285
H 2.1184 2.7987 0.1693 -0.389 -1.512 0.845 -0.135
H 2.2103 1.2257 2.1701 -0.507 -0.285 -0.821 -0.153
H 0.1090 1.7843 -1.7716 -1.170 -0.492 1.097 0.210
H -2.2166 1.3744 -2.2886 -0.276 -0.208 1.063 0.298
H -3.8081 0.6694 -0.3926 -3.780 -0.406 -1.083 0.621
H -3.0491 0.4176 1.8145 -1.729 -0.579 1.917 0.467
H -0.5204 0.5983 2.3634 -1.214 -0.214 -1.227 0.266
H 0.5903 -1.6633 -2.3607 -1.011 0.156 -0.196 0.212
N 0.8930 -1.7425 -1.4077 2.267 -0.024 -1.112 -0.569
C 0.1269 -2.0074 -0.4652 1.478 0.402 -0.137 -0.008
C 0.8181 -2.2496 0.8591 -0.178 -3.219 -2.083 -0.960
H -0.9034 -2.0879 -0.6861 -1.507 -0.255 0.679 0.497
H 0.1307 -3.0499 1.2500 1.357 0.415 0.584 0.347
H 1.9263 -2.5661 0.6238 -2.387 0.371 0.685 0.245
H 0.7953 -1.4142 1.4594 -0.144 1.787 1.574 0.206
```
Forces are in eV/Å.

---

Density functional theory data (ωB97M-V/def2-TZVPD) for an isolated ion of composition C8H14N3 and charge +1 at a distorted geometry.

Calculated values
Kohn-Sham gap: 0.37990 hartree
LUMO energy: -2.83 eV
Energy above the lowest of the compared OMol25 structures with the same formula, charge and spin: 316.6 kJ/mol
Total charge: +1
Highest occupied orbital energy: -0.484 Eh
SMILES: C1=NCC[C@@H]2[C@H]1N1CC[N@@H+]2C1

XYZ file:
```
25
Properties=species:S:1:pos:R:3:forces:R:3:mulliken_charge:R:1
C 1.6627 -1.6081 -0.0066 -1.101 -1.588 -1.835 -0.493
N 2.7182 -0.9999 -0.2711 0.663 0.764 0.815 -0.416
C 2.8406 0.3654 0.2201 0.481 0.409 0.560 -0.758
C 1.5925 1.1796 -0.2121 1.255 2.206 -0.512 -0.553
C 0.3937 0.5893 0.4468 -1.543 -2.577 -1.245 -0.381
C 0.3991 -1.0294 0.6243 -0.426 -0.504 -0.255 0.184
N -0.7914 -1.4777 -0.2530 1.397 -2.023 2.700 -0.305
C -2.0423 -1.1634 0.4417 1.512 1.967 -1.782 -0.538
C -2.1513 0.3862 0.3446 1.208 0.092 -0.215 -0.510
N -0.8655 0.6407 -0.4312 0.661 1.762 -1.434 -0.005
C -0.7036 -0.6533 -1.3615 -0.864 -0.210 1.356 -0.460
H 1.5953 -2.5640 -0.6196 -0.487 0.643 1.455 0.446
H 3.6850 0.7338 -0.3147 0.625 0.701 -0.274 0.407
H 3.1614 0.4204 1.3028 -0.849 -0.120 -0.928 0.325
H 1.7058 2.3741 -0.0597 -0.278 -2.889 0.019 0.352
H 1.5807 1.0658 -1.3267 -0.275 -0.032 0.805 0.310
H 0.1183 1.0287 1.3473 -0.220 0.948 1.631 0.503
H 0.2482 -1.4141 1.6830 0.160 0.732 -1.293 0.370
H -2.0335 -1.5902 1.3727 -0.246 -0.801 2.306 0.410
H -2.8203 -1.4764 -0.1513 -1.876 -1.513 -1.055 0.353
H -2.9753 0.7587 -0.2554 -0.085 -0.227 -0.140 0.382
H -2.1718 0.9349 1.2826 0.397 -0.018 0.030 0.314
H -0.8576 1.5166 -0.9457 -0.277 0.269 -0.005 0.339
H 0.2649 -0.8555 -1.8089 0.053 1.139 -0.429 0.319
H -1.5599 -0.8701 -2.0012 0.112 0.870 -0.274 0.407
```
Forces are in eV/Å.

---

Density functional theory data (ωB97M-V/def2-TZVPD) for a 2-piece molecular cluster, C8H14N3O3P overall at a distorted geometry.

Calculated values
Kohn-Sham gap: 0.17568 hartree
LUMO energy: -2.49 eV
Energy above the lowest of the compared OMol25 structures with the same formula, charge and spin: 558.7 kJ/mol
Total charge: 0
Highest occupied orbital energy: -0.267 Eh

XYZ file:
```
29
Properties=species:S:1:pos:R:3:forces:R:3:mulliken_charge:R:1
C 0.2551 -2.9791 0.1427 1.031 -0.427 0.502 -0.902
C 1.3895 -2.2267 -0.7365 -1.217 -1.051 0.282 -0.527
P 0.9916 -0.4029 -1.0602 -0.281 0.528 -0.993 -0.119
C 1.7735 0.7549 0.2149 1.218 -0.189 0.969 -0.025
C 3.0266 1.4777 -0.5417 -0.646 -0.654 -0.327 -1.060
C -0.9200 -0.2610 -1.0168 -1.549 0.266 1.778 0.295
C -1.6010 0.4616 0.2230 -4.115 -1.567 -3.396 0.108
C -3.1717 0.5223 0.1440 2.906 -1.552 -3.020 -0.516
C -3.8212 -0.0989 -1.1508 3.470 0.777 2.009 -0.077
N -2.9388 -0.6836 -2.1137 -2.962 1.239 2.050 0.159
N -1.6178 -0.8139 -2.1161 0.826 1.761 3.188 -0.605
H -0.6815 -3.2191 -0.4620 1.294 0.487 0.756 0.244
H -0.0144 -2.3696 1.0743 0.316 -0.866 -1.340 0.249
H 0.7131 -3.9793 0.5033 -0.918 1.533 -0.551 0.326
H 1.3691 -2.7465 -1.7695 0.467 0.964 1.662 0.313
H 2.4294 -2.3114 -0.2385 -1.712 0.257 -0.923 0.399
H 1.0601 1.4986 0.7041 0.937 -1.042 -0.682 -0.013
H 2.2556 0.1226 1.0557 -1.108 1.047 -1.112 0.305
H 3.5497 2.2422 0.1416 -0.953 -1.277 -1.063 0.320
H 2.6359 1.9547 -1.5155 0.764 -0.519 1.582 0.329
H 3.7555 0.6323 -0.8501 -0.988 1.527 0.503 0.295
H -1.0156 0.8766 1.1044 -0.595 -0.311 -0.947 0.426
H -3.8192 0.9880 0.9546 1.026 -0.760 -1.282 0.378
H -4.9562 -0.0863 -1.3325 2.166 -0.186 0.060 0.387
H -3.4258 -1.0900 -2.9400 0.849 0.368 0.780 0.293
N 0.6969 2.9373 2.8968 0.774 0.921 0.271 0.936
O 0.5325 4.1590 3.0315 -0.183 -0.287 -0.067 -0.636
O 1.8307 2.4403 3.0240 -0.065 -0.270 -0.151 -0.614
O -0.2816 2.2000 2.6289 -0.751 -0.720 -0.540 -0.669
```
Forces are in eV/Å.

---

Density functional theory data (ωB97M-V/def2-TZVPD) for a 2-piece molecular cluster, C8H14N3O4 overall at a distorted geometry.

Calculated values
Kohn-Sham gap: 0.27538 hartree
LUMO energy: -4.02 eV
Energy above the lowest of the compared OMol25 structures with the same formula, charge and spin: 981.5 kJ/mol
Total charge: +1
Highest occupied orbital energy: -0.423 Eh

XYZ file:
```
29
Properties=species:S:1:pos:R:3:forces:R:3:mulliken_charge:R:1
C 1.8222 -0.3834 0.0178 0.746 0.717 1.388 0.857
C 2.9334 0.3439 -0.5396 -1.781 0.040 0.927 0.317
C -0.7012 1.4716 1.2274 0.885 0.975 -2.528 0.136
C -1.3016 -1.1239 0.1941 2.876 -7.233 4.461 -0.269
C 3.6230 0.4388 -1.7855 0.147 1.122 -2.554 -1.349
C -0.1742 2.8977 1.3808 -1.756 1.051 -1.523 -0.975
C 0.0465 -2.7126 1.4571 5.362 4.626 1.582 -1.009
C 1.0054 -1.5331 -0.6262 -0.017 0.243 1.860 -0.931
N 1.6973 -0.0236 1.3043 -0.700 -0.731 -1.917 -0.255
N 3.4049 1.1428 0.3700 -0.569 0.127 1.966 0.758
N -0.1564 -1.8774 0.3439 -3.197 3.887 -4.537 0.218
O 4.3457 1.8867 0.4008 -0.030 0.537 0.485 -0.706
O 2.5488 0.9682 1.5949 0.840 -0.652 -1.307 -0.292
O -1.3758 0.8432 2.0871 -1.612 2.695 3.847 -0.293
O -2.2808 -1.5672 0.9977 -1.014 0.316 -2.030 -0.437
H 3.9752 -0.5453 -1.9994 0.648 -0.488 -0.897 0.351
H 3.0267 0.8841 -2.6296 0.126 -0.901 0.710 0.302
H 4.4208 1.1946 -1.6912 0.030 -0.833 0.085 0.391
H -0.1118 3.5300 2.2742 0.238 -0.924 0.655 0.420
H 0.7388 2.8262 0.8083 0.662 0.306 0.314 0.194
H -0.7517 3.6865 0.7163 0.494 -2.080 0.713 0.310
H 1.0939 -3.0273 1.3801 -0.254 -0.287 0.028 0.324
H 0.1292 -1.9277 2.2628 -0.179 -1.141 -0.015 0.376
H -0.4755 -3.4711 1.8050 -3.484 -3.430 0.447 0.422
H 0.7028 -1.3899 -1.7070 0.009 0.126 1.514 0.335
H 1.6472 -2.4166 -0.5670 -0.158 0.006 -0.330 0.357
H -1.3813 -0.4311 -0.5050 -0.525 3.033 -3.156 0.715
H -1.6618 1.4997 2.8799 0.701 -2.003 -1.401 0.311
H -3.1212 -1.7737 0.4587 1.512 0.894 1.214 0.420
```
Forces are in eV/Å.

---

Density functional theory data (ωB97M-V/def2-TZVPD) for C8H14N4 as an isolated structure at a distorted geometry.

Calculated values
Kohn-Sham gap: 0.32789 hartree
LUMO energy: -7.47 eV
Energy above the lowest of the compared OMol25 structures with the same formula, charge and spin: 321.6 kJ/mol
Total charge: +2
Highest occupied orbital energy: -0.602 Eh

XYZ file:
```
26
Properties=species:S:1:pos:R:3:forces:R:3:mulliken_charge:R:1
C 1.9535 -1.4200 0.3097 0.827 1.080 0.709 -0.287
C 1.3735 2.9055 -0.9437 -1.552 0.480 1.324 -0.195
C -1.4892 0.7087 0.7429 -0.197 -0.421 -4.195 -0.898
C -0.2401 -0.1251 -1.2533 -0.145 -1.721 4.705 -1.147
C -2.4637 -0.3842 0.2054 0.020 -0.026 1.570 -0.793
C 1.1498 0.8627 0.6954 -1.071 0.276 -5.690 -0.614
C -0.1240 0.2532 0.2214 -1.186 0.275 -1.258 0.765
C -0.2430 -1.2236 -0.1791 -1.436 2.490 -0.341 0.567
N 1.7443 1.7267 -0.8678 -0.077 -2.447 3.769 -0.400
N 0.8518 -2.0709 -0.0320 -0.156 4.008 1.583 -0.073
N 2.1101 -0.1358 0.6815 2.495 -2.244 0.771 -0.076
N -1.5666 -1.5890 0.3161 -1.141 -3.420 0.235 -0.117
H 2.7395 -2.1201 0.2279 1.775 0.231 0.387 0.446
H 1.8694 3.3744 -1.7429 0.012 1.440 -1.178 0.330
H 0.5841 3.3570 -0.2752 1.163 0.076 -0.750 0.207
H -1.7544 1.7193 0.4093 0.014 -0.304 0.027 0.389
H -1.5122 0.6554 1.7381 -0.155 0.076 4.158 0.517
H -1.0414 0.1639 -1.7683 -3.273 0.871 -1.851 0.112
H 0.5914 -0.0481 -1.7831 3.760 -0.058 -2.154 0.541
H -3.4054 -0.5077 0.8141 1.111 -0.020 -0.735 0.393
H -2.6362 -0.4633 -0.8283 -0.953 1.151 -1.204 0.410
H 1.0751 1.5201 1.5062 0.359 0.808 1.231 0.582
H 0.9239 -3.0005 -0.2511 -0.019 -2.682 -1.025 0.190
H 3.0626 0.2627 0.9085 -0.995 -1.425 -0.572 0.367
H -1.6170 -1.9484 1.2585 0.926 0.412 1.190 0.379
H -1.9359 -2.4727 -0.1102 -0.104 1.094 -0.706 0.406
```
Forces are in eV/Å.

---

Density functional theory data (ωB97M-V/def2-TZVPD) for an isolated ion of composition C8H14NO and charge +1 at a distorted geometry.

Calculated values
Kohn-Sham gap: 0.43120 hartree
LUMO energy: -2.83 eV
Energy above the lowest of the compared OMol25 structures with the same formula, charge and spin: 327.9 kJ/mol
Total charge: +1
Highest occupied orbital energy: -0.535 Eh
SMILES: C#C[C@]1(O)CCC[C@@H]1[NH2+]C

XYZ file:
```
24
Properties=species:S:1:pos:R:3:forces:R:3:mulliken_charge:R:1
C -1.0941 -2.2150 -1.3895 -0.685 -0.408 0.906 -0.354
C -1.3386 -1.3381 -0.5873 0.983 0.652 -0.612 -1.081
C -1.1050 -0.1732 0.3208 0.411 -1.576 0.264 1.436
O -1.2933 -0.6372 1.6261 -0.130 -0.141 1.353 -0.576
C -1.9023 1.0555 0.0128 2.014 1.394 -0.540 -1.027
C -0.8825 2.2030 0.3679 -0.268 -2.441 1.382 -0.653
C 0.4177 1.7058 -0.1907 1.360 -0.576 -0.657 -0.758
C 0.5665 0.2573 0.3265 -3.204 -1.097 -1.414 -0.321
N 1.3041 -0.8220 -0.5200 -1.013 1.712 3.516 0.079
C 2.5254 -1.4257 0.0977 -1.501 -2.639 -1.553 -0.907
H -1.0073 -3.1939 -1.8169 -0.069 0.266 -0.388 0.438
H -2.2250 -0.7197 1.9135 0.563 0.176 -0.607 0.403
H -2.7246 1.2126 0.6130 -1.816 -0.313 1.819 0.428
H -2.3687 1.0469 -0.9641 0.719 0.265 -0.671 0.371
H -0.8100 2.3034 1.4868 -0.201 -0.184 -0.999 0.287
H -1.1619 3.1143 -0.0124 -0.593 2.210 -0.934 0.490
H 0.3681 1.7966 -1.3046 0.228 -0.454 0.720 0.385
H 1.2762 2.2570 0.1572 0.281 0.542 -0.042 0.406
H 0.8319 0.1400 1.3778 0.223 0.115 -0.254 0.255
H 0.4911 -1.4662 -0.7884 1.148 -0.024 -0.225 0.245
H 1.7337 -0.3825 -1.2724 -0.028 1.148 -2.306 0.363
H 2.8685 -1.9389 -0.8419 0.596 -0.317 1.660 0.378
H 3.2128 -0.7233 0.4163 1.212 1.846 0.265 0.385
H 2.3174 -2.0566 0.9718 -0.229 -0.153 -0.684 0.329
```
Forces are in eV/Å.

---

Density functional theory data (ωB97M-V/def2-TZVPD) for a 2-piece molecular cluster, C8H14NO2P overall at a distorted geometry.

Calculated values
Kohn-Sham gap (alpha / beta): 0.27570 / 0.27566 hartree
LUMO energy (alpha / beta): -0.53 / -0.53 eV
Energy above the lowest of the compared OMol25 structures with the same formula, charge and spin: 129.6 kJ/mol
Total charge: 0
Highest occupied orbital energy (alpha / beta): -0.295 / -0.295 Eh

XYZ file:
```
26
Properties=species:S:1:pos:R:3:forces:R:3:mulliken_charge:R:1
C -0.3800 -3.7685 -0.7590 -0.571 -1.809 2.068 -0.794
C -0.1503 -2.4911 -0.5457 0.700 -0.354 -3.155 -0.108
C 2.0411 0.8217 2.6992 -0.154 -1.485 2.073 0.008
C 1.3285 1.3641 1.5449 0.433 0.974 -1.936 0.461
C 1.7001 2.8079 1.2569 -3.108 0.613 0.692 -1.075
C -2.1764 1.8330 0.2162 2.877 2.021 1.682 -0.896
C 0.1841 -1.5920 -1.7504 0.695 -1.980 2.513 -0.583
C -1.0326 -1.0071 -2.2463 -3.936 -0.937 0.578 -0.466
N 0.6712 0.5420 0.8425 -1.532 0.925 -1.050 -0.416
O 2.6500 1.4671 3.5286 -0.231 -0.545 -0.790 -0.510
O -1.6276 0.0149 -1.3733 0.892 -0.058 -0.132 -0.116
P -0.8905 1.4308 -1.0350 0.573 -1.276 1.553 0.211
H -0.7556 -4.2995 0.1282 0.322 -0.128 -0.289 0.225
H -0.2131 -4.4738 -1.5814 -0.142 1.083 -0.293 0.294
H -0.1685 -2.0503 0.4092 -0.431 0.530 0.981 0.398
H 1.8224 -0.2888 2.8012 0.567 0.709 0.121 0.289
H 2.2688 2.8915 0.3969 1.222 -0.122 -1.863 0.308
H 0.7597 3.4148 1.0495 1.052 -0.622 0.401 0.209
H 2.2533 3.2467 2.0620 0.102 0.209 0.550 0.355
H -3.1414 1.6046 -0.1249 -1.302 -0.125 -0.339 0.398
H -2.0216 2.8672 0.7150 -0.570 -1.314 -1.380 0.310
H -1.8324 1.2109 1.0384 -0.529 -0.612 0.121 0.268
H 0.8126 -0.8984 -1.2766 1.398 1.514 -0.253 0.263
H 0.6530 -2.1667 -2.5435 0.243 0.016 -0.001 0.396
H -0.9023 -0.6102 -3.2080 -0.092 0.744 -1.471 0.316
H -1.8526 -1.8710 -2.2444 1.522 2.029 -0.381 0.257
```
Forces are in eV/Å.